This record from OMol25 describes 11 unconnected molecules or ions with the total composition C83H179N9O11. The level of theory is the ωB97M-V functional and the def2-TZVPD basis.

```
282
Properties=species:S:1:pos:R:3:forces:R:3:mulliken_charge:R:1
C 12.1353 22.8775 19.9643 -0.11 0.35 -0.07 -1.3307
C 12.1318 21.4418 20.5070 -0.18 -0.32 -1.02 1.6331
C 12.7663 20.5805 19.4034 0.43 -0.17 0.15 -1.6332
C 14.3218 20.6800 19.3939 -0.58 -0.12 -0.18 2.1387
C 14.9753 20.4372 20.7912 0.04 -0.94 -1.05 0.0648
C 14.2947 21.1709 21.9487 -0.25 1.59 -0.68 2.3577
N 12.8323 21.1018 21.7488 -1.15 0.89 1.40 0.1265
O 12.2326 21.9819 22.8200 0.53 -1.00 -0.93 -0.5552
C 14.5590 20.4535 23.2674 0.18 0.50 -0.15 -2.3131
C 14.8118 22.6679 21.9131 0.85 -1.13 0.62 -1.3177
C 10.6507 20.9982 20.6619 1.04 0.60 -0.04 -1.9927
H 13.1156 23.2824 19.6786 -0.16 -0.26 0.14 -0.0369
H 11.6888 23.5328 20.6916 -0.06 0.47 0.40 0.5163
H 11.4783 22.9270 19.0706 0.41 -0.16 0.43 0.2726
H 12.4399 19.5304 19.4849 0.30 0.17 0.28 0.3009
H 12.3347 20.9240 18.4490 0.33 -0.07 0.19 0.0653
H 14.6519 21.6138 18.9255 -0.17 0.17 0.44 -0.3822
H 14.6297 19.9396 18.6460 0.37 -0.07 0.39 -0.3597
H 16.0817 20.6445 20.7351 -1.04 0.01 0.24 0.1922
H 14.8813 19.3591 20.9925 0.07 0.10 -0.07 -0.9196
H 15.6259 20.2935 23.3314 0.35 -0.52 0.13 0.4080
H 14.3143 21.0774 24.1082 -0.21 0.45 0.36 0.5774
H 13.9668 19.5405 23.3734 0.36 0.03 -0.32 0.3891
H 15.0039 22.9069 20.8712 -0.24 0.33 -0.03 -0.0410
H 14.1290 23.3767 22.3904 0.14 -0.22 -0.15 0.3583
H 15.8200 22.7200 22.4044 -0.84 -0.02 -0.21 0.3891
H 10.0986 21.6438 21.3574 0.15 -0.38 -0.15 0.3829
H 10.7028 19.9690 20.9576 -0.37 -0.55 0.58 0.5181
H 10.1884 21.0119 19.6848 -0.26 0.21 -0.29 0.3735
H 11.9283 21.3434 23.4828 0.08 0.10 -0.34 0.3300
C 18.1549 16.4693 15.9417 -0.78 1.54 -0.64 -0.6601
C 16.7787 16.8713 16.5161 1.27 -0.60 0.10 2.5156
C 15.6879 16.7539 15.4253 1.08 0.62 1.15 -0.5742
C 14.3206 16.9993 16.0236 -0.78 1.59 -1.98 0.3058
C 14.0838 15.9245 16.9825 0.63 -1.48 2.04 -0.6188
C 15.1481 15.8186 18.1063 0.11 0.44 1.30 0.7127
N 16.4994 15.7594 17.4512 -1.27 0.88 0.74 0.6629
O 17.5248 15.7184 18.4607 -0.67 0.01 0.18 1.2715
C 14.8568 16.9684 19.1536 0.86 0.12 -1.33 0.1230
C 15.0336 14.5030 18.9201 -2.45 0.63 -0.32 -0.1639
C 16.9421 18.2943 17.1183 0.01 0.20 0.75 0.2696
H 18.5047 17.2580 15.2401 0.09 -0.43 0.54 -0.1057
H 18.0353 15.5685 15.3905 0.05 -0.94 -0.44 0.5743
H 18.8043 16.2944 16.7834 0.58 0.22 -0.19 -1.3994
H 15.9576 17.5077 14.7182 -0.02 0.45 -0.94 -0.1145
H 15.8117 15.7556 14.9895 -0.27 0.27 -0.04 -0.4968
H 13.5633 16.9955 15.1903 0.47 -0.15 0.74 0.7478
H 14.2486 18.0381 16.4270 0.11 -0.75 0.00 -0.8530
H 14.1606 14.9913 16.4677 -0.08 -0.78 -0.62 -0.6678
H 13.1446 15.8700 17.5013 -0.77 0.44 0.04 0.8525
H 15.1307 17.9501 18.7025 -0.69 -0.69 0.56 -0.5257
H 13.7757 16.8783 19.3871 0.72 0.37 0.13 0.8224
H 15.4889 16.8554 20.0413 -0.27 -0.11 -0.05 -1.0054
H 14.1940 14.5338 19.7070 1.08 0.20 -1.23 0.0767
H 14.7146 13.7408 18.1803 0.80 -0.22 0.67 -0.3352
H 15.9509 14.3890 19.4726 0.22 -0.58 -0.13 -0.1678
H 17.5035 18.3683 18.0977 -0.71 -0.56 -0.90 -0.6054
H 15.9948 18.8222 17.2290 -0.03 -0.06 0.17 -0.7030
H 17.5118 18.9378 16.4577 0.26 -0.09 -0.50 0.3773
H 17.8766 14.8337 18.2695 0.43 -0.01 -0.13 -0.3029
C 12.3261 10.8498 14.3713 -1.26 0.57 1.18 -2.2784
C 13.3260 11.9615 14.3365 0.92 0.66 -0.10 2.2295
C 14.2498 11.8937 15.5444 -0.46 -0.55 1.80 -1.3448
C 15.5384 12.6666 15.3490 -0.49 -0.74 -1.11 1.8992
C 16.1921 12.3679 13.9778 0.25 -0.87 1.71 -1.8192
C 15.2726 12.5765 12.8100 0.06 -0.86 -0.69 2.1478
N 14.1179 11.7614 13.1012 -0.99 -0.76 -0.37 -0.0717
O 13.1675 11.9765 12.0487 0.10 -1.05 -0.99 -0.5074
C 15.0267 14.0312 12.5431 0.13 0.54 1.42 -1.7354
C 15.9755 12.0891 11.5255 1.05 -0.45 -0.28 -1.8976
C 12.5689 13.3024 14.2846 -0.61 -1.03 -0.05 -1.9404
H 12.6840 9.8796 14.1976 1.11 -1.26 -0.36 0.4874
H 11.5293 11.0107 13.6760 -0.56 0.23 -0.45 0.4756
H 11.8779 10.8107 15.3667 -0.14 0.13 0.06 0.4435
H 13.6781 12.3851 16.3826 0.41 -0.46 -0.57 0.3563
H 14.4149 10.8398 15.9381 -0.03 0.99 -0.90 0.2958
H 16.2288 12.4779 16.1467 0.47 -0.09 0.46 -0.3315
H 15.2771 13.7059 15.4023 0.17 0.66 -0.02 -0.9669
H 16.5959 11.3224 13.9690 -0.38 0.73 -0.03 0.3072
H 17.0249 13.0349 13.9448 0.84 0.46 -0.49 0.5873
H 14.2690 14.2460 11.7980 -0.09 -0.02 0.09 0.4726
H 14.8810 14.5358 13.5031 -0.47 0.28 -0.44 0.0792
H 15.9938 14.3469 12.2310 0.66 0.88 -0.67 0.5041
H 15.9889 10.9862 11.3215 -0.27 0.87 0.48 0.4202
H 15.5410 12.6124 10.6535 0.34 -0.40 0.30 0.3331
H 17.0593 12.3950 11.6552 -1.12 -0.23 -0.49 0.3489
H 13.1027 14.1843 14.5090 1.11 0.84 -0.07 0.2352
H 11.7716 13.3352 15.0042 -0.62 -0.41 0.39 0.4970
H 12.1430 13.3273 13.2930 -0.25 0.54 -0.12 0.4856
H 13.0355 11.0867 11.6594 0.22 0.77 0.32 0.3587
C 23.2775 20.1169 15.5954 -0.59 -0.55 0.99 -1.8066
C 22.7635 18.6674 15.4389 -0.65 -0.55 1.15 2.8291
C 22.8779 18.1962 14.0078 0.34 -0.24 -0.55 -1.1440
C 24.3234 17.8971 13.6461 -0.67 -1.27 -0.48 -0.9643
C 24.8488 16.7801 14.5341 1.34 0.64 -0.43 -1.3099
C 24.8135 17.2153 15.9808 1.84 -0.32 0.66 1.0197
N 23.4377 17.5734 16.2506 -0.65 1.19 0.32 0.7849
O 23.3266 17.9805 17.6195 -0.40 -0.27 0.07 -0.6138
C 25.2683 16.0357 16.9673 -2.06 1.52 0.30 -1.6937
C 25.9060 18.3810 16.1866 -0.94 0.88 0.15 -1.3782
C 21.2884 18.6216 15.8740 -1.55 -0.36 -0.11 -1.6501
H 24.1157 20.2114 14.9788 1.41 0.48 -0.88 0.5683
H 23.5834 20.3918 16.6298 -0.51 -0.31 -0.66 0.1735
H 22.5213 20.7998 15.1983 -0.04 -0.01 0.29 0.3826
H 22.2726 17.2539 13.8266 0.41 1.23 0.15 0.4051
H 22.6744 19.0176 13.3134 -1.00 -0.06 0.05 0.1130
H 24.9169 18.7909 13.6639 0.42 0.36 0.12 0.3314
H 24.2661 17.5715 12.6076 0.43 -0.10 -0.16 0.5843
H 25.9053 16.5623 14.2875 -0.42 -0.08 0.01 0.4423
H 24.2688 15.8934 14.3627 -0.37 -0.57 0.05 0.3560
H 25.3107 16.4696 17.9761 0.37 -0.01 -0.27 0.3137
H 24.5210 15.2228 17.1136 0.45 0.41 -0.79 0.1899
H 26.2268 15.6902 16.6684 0.78 -0.49 -0.24 0.5297
H 25.7562 18.7296 17.2289 0.36 -0.02 -0.55 0.2756
H 26.9672 18.1504 16.0172 -0.38 -0.83 0.32 0.3961
H 25.8065 19.2796 15.5150 -0.44 -0.96 0.69 0.2988
H 20.6491 19.3173 15.2898 0.56 -0.29 -0.05 -0.8266
H 21.0175 18.9036 16.9158 0.76 -0.20 -0.45 0.6187
H 20.8433 17.6042 15.7037 0.53 0.77 0.17 0.3292
H 22.4005 17.7363 17.8211 0.60 0.05 0.27 -0.0538
C 13.3435 13.0035 25.8572 0.70 -0.57 1.30 -1.9223
C 14.5382 13.6256 25.1406 0.74 0.55 -1.29 1.7987
C 14.9349 12.6832 23.9770 0.43 0.39 0.39 -1.7145
C 16.0099 13.2487 23.0767 0.31 0.74 -0.89 -0.0900
C 15.4224 14.5347 22.4688 -1.11 0.62 -0.65 0.2043
C 15.0032 15.5937 23.5100 0.85 -0.84 1.12 1.8183
N 14.1071 14.9404 24.5075 -1.11 -0.17 -0.30 0.0683
O 13.8145 15.9245 25.5128 2.80 -0.61 0.49 -0.5079
C 16.3064 16.0577 24.1704 0.41 1.51 -0.63 -1.6268
C 14.3361 16.7642 22.8066 0.03 -1.35 -1.74 -1.4406
C 15.7411 13.7973 26.0944 1.17 -0.31 0.02 -1.5538
H 13.1719 13.5875 26.7700 -0.15 -0.25 -0.04 0.4085
H 13.5296 11.9161 26.1704 -0.10 1.55 -0.53 0.3194
H 12.4503 13.0562 25.2612 -0.31 -0.05 -0.43 0.4578
H 15.3475 11.8165 24.4539 -0.06 -0.83 0.30 0.6068
H 14.0715 12.3938 23.3804 -0.17 0.03 0.05 0.3016
H 16.2696 12.5407 22.2596 -0.23 0.32 0.50 0.0983
H 16.9628 13.4469 23.6177 -0.68 -0.20 -0.29 0.2616
H 14.4454 14.2728 21.9370 1.42 0.19 0.26 0.2830
H 16.0916 15.1410 21.8024 -0.40 -1.01 0.13 -0.8746
H 17.0230 15.2704 24.1865 0.66 -0.37 -0.23 0.2421
H 16.7396 16.9106 23.6019 -0.16 -0.53 0.25 0.0390
H 16.2317 16.3831 25.1898 -0.49 0.31 0.48 0.5330
H 15.0747 17.3587 22.2740 0.21 -0.14 -0.12 -0.2903
H 13.5949 16.4355 22.0486 0.32 -0.03 0.41 0.1774
H 13.8527 17.4373 23.4265 -0.93 1.07 1.62 0.9307
H 16.0452 12.8371 26.5785 -0.62 0.61 -0.19 0.3780
H 15.4636 14.5303 26.8363 -0.07 0.05 0.53 0.3600
H 16.7102 14.1890 25.6612 -1.43 -0.61 0.18 0.3190
H 12.9084 16.1270 25.5358 -1.98 -0.14 -0.54 0.3244
C 19.5151 21.9470 17.2915 1.24 -1.24 1.53 -1.1842
C 18.3152 22.7843 17.5914 -0.87 0.90 0.54 2.8783
C 18.1829 23.0450 19.1341 0.98 0.27 -0.21 -0.8647
C 17.1918 24.1620 19.4871 -0.34 -1.64 1.10 0.8584
C 17.5290 25.3594 18.7315 1.21 1.35 0.16 -2.4922
C 17.6018 25.2303 17.2567 -0.13 -0.15 -1.63 2.4225
N 18.5090 24.0959 16.8488 -0.42 -0.01 0.30 -0.2681
O 18.2748 23.8299 15.4081 2.15 0.62 0.84 -0.3542
C 16.2179 25.0561 16.6553 -1.26 0.59 1.00 -1.5148
C 18.1492 26.5885 16.8178 1.04 -1.07 -2.73 -1.8851
C 17.0146 22.0597 17.2162 -0.34 1.14 1.07 -0.1445
H 20.4867 22.4195 17.5547 -0.71 -0.17 0.51 0.6188
H 19.6592 21.7773 16.2744 -0.29 -0.26 -2.13 0.0031
H 19.4490 20.9031 17.7253 0.07 1.35 -0.17 -0.3656
H 18.0583 22.0797 19.6164 -0.96 -0.28 -0.09 -0.4562
H 19.1461 23.2822 19.6100 0.14 0.57 -0.60 0.5439
H 17.2567 24.4031 20.5427 0.14 -0.15 0.37 0.7257
H 16.1379 23.8913 19.3703 0.09 -0.21 -0.31 -0.9119
H 18.5402 25.7089 18.9637 0.09 -0.26 0.67 0.4944
H 16.9066 26.2179 18.9793 -0.34 -0.03 -0.05 0.4511
H 16.1636 24.6150 15.6792 0.26 -0.49 -0.32 0.2890
H 15.6002 24.5028 17.3887 0.03 0.13 -0.69 -0.0909
H 15.7506 26.0429 16.5394 -0.01 -0.13 0.17 0.5247
H 19.0450 26.9089 17.3265 0.49 -0.28 0.19 0.4727
H 18.3776 26.5143 15.6988 -0.34 0.46 1.38 0.3053
H 17.4244 27.3458 16.9965 -0.75 0.59 -0.05 0.4307
H 16.8365 22.0160 16.1866 -0.21 0.30 -1.75 0.1406
H 16.1530 22.5457 17.7142 0.44 -0.34 -0.44 -1.0195
H 17.0189 21.0454 17.5175 0.26 -1.11 0.73 0.0893
H 19.2031 24.0094 15.0803 -1.65 -0.37 0.31 0.3590
C 19.9940 21.1305 12.6370 -2.57 -0.77 -1.62 -2.1895
C 18.7745 20.2452 12.0660 2.09 -0.04 -0.08 1.6539
C 18.3610 20.8367 10.7125 -0.85 -0.52 1.29 -1.0383
C 17.5507 19.7882 9.9314 -0.51 2.10 -0.98 -0.2570
C 18.2576 18.4834 9.7052 -0.06 -0.77 -0.22 -1.1404
C 18.6430 17.8162 11.0747 -1.59 1.35 -1.98 1.2277
N 19.3697 18.8800 11.7814 0.26 0.08 -0.49 0.1860
O 19.7813 18.2837 12.9687 -1.63 -0.78 1.24 0.5429
C 17.3536 17.2858 11.7387 1.17 -1.29 0.29 -0.4192
C 19.4485 16.5936 10.6679 0.96 0.54 2.20 -2.2688
C 17.6501 20.2905 13.1011 1.35 0.38 1.57 -0.2313
H 20.1226 20.8585 13.6403 0.84 -0.51 1.43 0.1651
H 19.5995 22.1308 12.6469 0.01 0.70 -0.06 0.5714
H 20.8463 21.0765 11.9810 0.42 -0.20 0.03 0.5009
H 17.7855 21.7595 11.0088 0.28 -0.79 -0.86 0.3496
H 19.2013 21.1109 10.0876 0.45 0.18 0.17 0.3222
H 17.3024 20.3691 9.0113 -0.07 -1.00 0.13 0.4326
H 16.6096 19.6095 10.4284 -0.45 -0.07 0.22 -0.0096
H 19.1716 18.5869 9.1235 0.31 0.42 0.10 0.4000
H 17.6684 17.7779 9.0509 0.14 0.62 0.95 0.3577
H 16.8963 16.6701 10.9430 -0.06 -0.07 0.68 0.7177
H 17.6552 16.6403 12.6344 -0.77 0.91 -1.08 -0.1376
H 16.6520 18.0554 11.9916 -0.29 0.27 0.37 -0.4201
H 18.8500 16.0757 9.9565 -0.16 -0.61 -0.66 0.4808
H 20.4379 16.8633 10.2955 -0.12 -0.05 -0.21 0.4828
H 19.5762 15.9803 11.5782 0.14 -0.07 -0.53 0.2541
H 17.8784 19.6642 13.9935 0.39 0.44 -0.44 -0.7394
H 16.7544 19.8534 12.7838 -1.52 -0.15 -0.88 -0.2057
H 17.4955 21.3336 13.4814 0.08 -0.86 -0.46 0.4516
H 20.6713 18.5187 13.1080 1.79 0.46 0.06 -0.2814
C 14.7106 22.5832 13.1604 -1.31 -0.03 0.11 -1.1190
C 13.5484 21.5875 13.5571 0.32 0.80 0.65 2.4424
C 13.7606 21.1835 15.0139 1.66 1.06 -0.52 -0.9420
C 13.4948 22.3261 15.9609 -0.95 -0.82 1.97 1.4124
C 12.0308 22.7590 15.7961 0.90 0.99 0.01 -2.1031
C 11.6235 23.1603 14.3558 1.27 -1.71 0.95 2.0848
N 12.1580 22.0706 13.4556 -0.10 0.78 -0.21 0.0271
O 12.0276 22.5660 12.1162 -0.80 -0.63 -0.52 -0.5123
C 10.1291 23.0648 14.3308 -1.45 0.31 -1.51 -2.0008
C 12.1016 24.5604 14.0121 0.21 0.60 1.40 -1.5209
C 13.6414 20.3785 12.6755 -0.51 -0.76 -1.33 -2.0282
H 14.7526 23.4217 13.8661 0.26 -0.31 -0.15 0.1547
H 14.6485 23.0039 12.1469 -0.31 -0.28 0.25 0.3491
H 15.5928 21.9709 13.2108 0.56 0.10 0.12 0.0988
H 13.1845 20.3099 15.2499 -0.45 -0.45 0.25 0.5992
H 14.8295 20.9625 15.1160 -0.07 -0.53 -0.07 -0.2729
H 14.2344 23.1338 16.0163 -0.23 -0.09 -0.74 -0.5487
H 13.5931 21.8778 16.9897 -0.18 0.47 -0.70 -0.6516
H 11.8268 23.6103 16.4487 -0.08 0.14 0.00 0.6235
H 11.3828 21.9726 16.1503 -0.18 -0.52 -0.03 0.3186
H 9.7987 23.2725 13.2828 -0.01 -0.11 0.72 0.4412
H 9.6816 22.0868 14.6182 0.69 0.58 -0.06 0.3653
H 9.7055 23.8596 14.9532 -0.04 -0.17 0.02 0.3454
H 11.5246 25.2809 14.6355 0.17 -0.37 -0.54 0.4277
H 13.1504 24.7378 14.3198 -0.41 -0.26 -0.40 0.1952
H 11.9579 24.7786 12.9723 0.02 0.19 -0.48 0.3975
H 13.6897 20.7100 11.6448 -0.33 0.15 -0.42 0.5728
H 12.7847 19.6686 12.7443 0.55 0.55 0.30 0.3674
H 14.5670 19.8287 12.7369 0.39 -0.25 0.73 -0.1152
H 11.4848 21.8777 11.6836 0.36 0.58 0.25 0.3585
C 18.7084 17.7469 21.0121 0.09 1.35 1.03 -1.0735
C 20.1733 18.3190 20.7808 -1.18 -0.62 -1.88 1.9655
C 20.8430 18.6245 22.0754 0.61 -1.91 0.13 -1.6519
C 21.1899 17.3525 22.8523 0.06 -0.15 0.01 -0.2807
C 22.1374 16.4861 22.0000 -0.67 0.76 0.09 -1.3553
C 21.5316 16.1481 20.6386 -0.98 0.23 -0.49 2.0204
N 21.0681 17.4435 19.9831 0.25 -1.39 -0.29 -0.0007
O 20.4246 17.0688 18.7245 2.32 1.57 0.36 2.4372
C 22.5786 15.4749 19.7468 0.56 2.01 -0.57 -1.3863
C 20.3273 15.1649 20.7422 0.51 -2.27 0.34 -1.3712
C 20.0556 19.6071 19.9601 -1.97 -0.07 0.14 -1.2736
H 18.0733 17.5019 20.1627 0.48 -0.10 -0.42 -0.4651
H 18.1419 18.5526 21.5357 0.35 -0.32 -0.27 0.6510
H 18.6902 16.9105 21.7009 -0.04 0.05 -0.03 -0.2033
H 21.7210 19.1958 21.8728 0.81 0.44 -0.07 0.5314
H 20.1870 19.1953 22.6429 -1.20 1.33 1.10 0.5593
H 20.2530 16.8328 23.1742 0.76 0.19 -0.37 -0.0396
H 21.7186 17.6164 23.7664 -0.05 0.06 0.18 0.5488
H 22.3290 15.5534 22.4898 0.27 -0.64 0.41 0.4695
H 23.1046 17.0274 21.9218 -0.54 -0.31 -0.32 0.2480
H 23.4645 16.1756 19.6294 -0.86 -0.96 0.27 0.2155
H 22.8691 14.5164 20.1510 0.14 -0.23 0.05 0.6008
H 22.1579 15.3911 18.7407 0.14 -0.36 0.14 -0.2053
H 19.5551 15.4104 21.4775 0.37 0.03 -0.29 0.0313
H 19.8415 14.9820 19.7413 0.53 0.28 1.18 -0.1473
H 20.7161 14.1185 21.0865 -0.50 1.70 -0.67 0.5767
H 19.4119 20.3103 20.5744 0.77 -0.45 -0.88 0.4159
H 19.5139 19.3578 19.0060 0.55 0.42 0.91 -1.1198
H 21.0220 20.0380 19.7332 0.18 0.10 0.01 0.9117
H 19.6048 16.6802 18.9416 -1.97 -0.80 0.39 -1.3723
C 17.0185 11.8001 19.3802 1.91 0.25 -0.05 0.3131
O 18.2522 11.5482 18.6493 -0.03 0.15 -0.06 -0.5940
H 17.1515 12.5324 20.2012 0.12 -0.45 -0.40 -0.2008
H 16.3633 12.2092 18.6519 -0.61 0.37 -0.50 -0.3039
H 16.6293 10.8822 19.7294 -0.56 -0.94 0.61 0.6013
H 18.8557 10.8667 18.9829 -0.77 0.29 0.38 0.2491
C 20.1444 13.5941 17.4508 1.02 0.73 0.04 -0.6585
O 18.7966 13.7074 17.0663 -0.01 -0.42 -0.03 0.0444
H 20.7332 14.4957 17.2452 -0.49 0.09 -0.06 -0.3161
H 20.2285 13.3752 18.5045 0.10 -0.09 0.44 0.3621
H 20.6216 12.7988 16.9126 0.38 -0.58 -0.41 0.6538
H 18.5447 12.7865 17.2310 -0.88 0.11 0.00 0.0255
```
Forces are in eV/Å.

The highest occupied orbital energy is -8.17 eV. Its SMILES is CC1(C)CCCC(C)(C)N1O.CC1(C)CCCC(C)(C)N1O.CC1(C)CCCC(C)(C)N1O.CC1(C)CCCC(C)(C)N1O.CC1(C)CCCC(C)(C)N1O.CC1(C)CCCC(C)(C)N1O.CC1(C)CCCC(C)(C)N1O.CC1(C)CCCC(C)(C)N1O.CC1(C)CCCC(C)(C)N1O.CO.CO. The total charge is 0. The calculation puts the HOMO-LUMO gap at 8.45 eV. As for the spin multiplicity: 1. The total energy comes out at -124894.7000 eV. For the energy above the lowest of the compared OMol25 structures with the same formula, charge and spin, the calculation gives 0.387 eV.